{"formula": "C5H4N2", "method": "ωB97M-V with the def2-TZVPD basis set", "de_lowest_kj_mol": 434.9, "orbital_gap_ev": 8.99, "smiles": "C#Cc1cn[nH]c1", "charge": 0, "elements": ["C", "C", "C", "C", "N", "N", "C", "H", "H", "H", "H"], "xyz": [[-0.8536, -2.0834, 1.7961], [-0.1465, -1.3181, 1.0028], [0.1656, -0.3022, 0.2396], [0.5296, -0.3679, -1.1943], [0.6292, 0.8754, -1.8208], [0.0076, 1.7296, -1.0509], [-0.2712, 1.0928, 0.1628], [-1.0305, -2.7751, 2.6191], [0.8997, -1.2758, -1.8292], [0.4604, 2.6169, -1.0174], [-0.3902, 1.8078, 1.0923]], "forces_ev_per_angstrom": [[4.636, 3.702, -3.791], [-6.002, -7.754, 8.298], [-0.359, 7.339, -7.945], [2.265, 0.848, -1.991], [-0.146, -5.124, -0.923], [0.227, -2.048, 3.975], [0.955, 1.437, 3.686], [-0.046, 0.430, -0.725], [-0.789, 1.815, 1.559], [-0.371, 1.035, -0.106], [-0.370, -1.680, -2.036]]}

=====

{"formula": "C77H64BClF10O5", "method": "ωB97M-V with the def2-TZVPD basis set", "orbital_gap_ev": 7.45, "smiles": "CC[C@H](Cl)c1ccc2c(c1)C(=O)c1c(OB(O)O)cccc1C2=O.Fc1ccccc1.Fc1ccccc1.Fc1ccccc1.Fc1ccccc1.Fc1ccccc1.Fc1ccccc1.Fc1ccccc1.Fc1ccccc1.Fc1ccccc1.Fc1ccccc1", "charge": 0, "elements": ["C", "C", "C", "Cl", "C", "C", "C", "C", "C", "C", "C", "O", "C", "C", "O", "B", "O", "O", "C", "C", "C", "C", "C", "O", "H", "H", "H", "H", "H", "H", "H", "H", "H", "H", "H", "H", "H", "H", "F", "C", "C", "C", "C", "C", "C", "H", "H", "H", "H", "H", "F", "C", "C", "C", "C", "C", "C", "H", "H", "H", "H", "H", "F", "C", "C", "C", "C", "C", "C", "H", "H", "H", "H", "H", "F", "C", "C", "C", "C", "C", "C", "H", "H", "H", "H", "H", "F", "C", "C", "C", "C", "C", "C", "H", "H", "H", "H", "H", "F", "C", "C", "C", "C", "C", "C", "H", "H", "H", "H", "H", "F", "C", "C", "C", "C", "C", "C", "H", "H", "H", "H", "H", "F", "C", "C", "C", "C", "C", "C", "H", "H", "H", "H", "H", "F", "C", "C", "C", "C", "C", "C", "H", "H", "H", "H", "H", "F", "C", "C", "C", "C", "C", "C", "H", "H", "H", "H", "H"], "xyz": [[-0.9425, -0.2558, -2.3382], [-1.5117, -1.2271, -1.1717], [-0.2492, -2.1220, -0.6950], [-0.7269, -3.6785, 0.1504], [0.8592, -1.2615, 0.1082], [2.3464, -1.7277, -0.1279], [3.5122, -0.9666, 0.5410], [3.1352, 0.2473, 1.4518], [1.6777, 0.7233, 1.7187], [0.4960, -0.0538, 1.0366], [1.4355, 2.0087, 2.6608], [0.2377, 2.2548, 3.0024], [2.6694, 2.9431, 3.1058], [2.4759, 4.3410, 3.7871], [1.1558, 4.8574, 4.0449], [1.0854, 5.4376, 5.3675], [0.7726, 6.8524, 5.4920], [1.3451, 4.7427, 6.6007], [3.7662, 5.1690, 4.1374], [5.2151, 4.6228, 3.8576], [5.4088, 3.2426, 3.1876], [4.1241, 2.4177, 2.8163], [4.3905, 1.0265, 2.0917], [5.5747, 0.5730, 1.9979], [-0.2980, 0.5885, -1.8940], [-1.7801, 0.2201, -2.9534], [-0.2840, -0.8427, -3.0796], [-1.9727, -0.6597, -0.2943], [-2.2645, -1.9410, -1.6818], [0.2814, -2.4364, -1.6733], [2.6066, -2.6034, -0.8117], [4.5774, -1.3214, 0.3500], [-0.6050, 0.2389, 1.2009], [0.8799, 7.2963, 4.6175], [2.3104, 4.5793, 6.7101], [3.7289, 6.2144, 4.6066], [6.1634, 5.2039, 4.1288], [6.4614, 2.8377, 2.9626], [8.2557, 3.2348, 3.4177], [9.1211, 2.2552, 3.0790], [8.8595, 0.9507, 3.4667], [9.7482, -0.0587, 3.1131], [10.8946, 0.2500, 2.3849], [11.1499, 1.5647, 2.0053], [10.2553, 2.5729, 2.3493], [7.9670, 0.7311, 4.0394], [9.5486, -1.0841, 3.4048], [11.5902, -0.5376, 2.1130], [12.0452, 1.8042, 1.4416], [10.4334, 3.6005, 2.0546], [-1.2085, 2.4553, -3.0442], [-1.6269, 3.1217, -4.1312], [-2.5767, 2.5444, -4.9583], [-3.0152, 3.2358, -6.0828], [-2.4901, 4.4933, -6.3731], [-1.5326, 5.0615, -5.5378], [-1.1023, 4.3743, -4.4070], [-2.9675, 1.5622, -4.7214], [-3.7642, 2.7957, -6.7325], [-2.8294, 5.0304, -7.2532], [-1.1213, 6.0389, -5.7671], [-0.3639, 4.8052, -3.7407], [-0.2848, 0.7798, -6.4907], [0.8921, 1.3353, -6.8202], [1.8316, 0.5818, -7.5068], [3.0494, 1.1588, -7.8529], [3.3178, 2.4790, -7.4990], [2.3685, 3.2244, -6.8052], [1.1464, 2.6518, -6.4684], [1.6082, -0.4465, -7.7664], [3.7887, 0.5806, -8.3968], [4.2699, 2.9268, -7.7656], [2.5807, 4.2513, -6.5267], [0.3926, 3.2205, -5.9362], [-4.8071, 1.3539, -2.9860], [-5.6791, 0.7962, -3.8404], [-6.5682, 1.6051, -4.5312], [-7.4685, 1.0272, -5.4207], [-7.4766, -0.3542, -5.6013], [-6.5826, -1.1575, -4.8987], [-5.6748, -0.5787, -4.0174], [-6.5526, 2.6771, -4.3715], [-8.1633, 1.6518, -5.9720], [-8.1824, -0.8045, -6.2922], [-6.5925, -2.2341, -5.0373], [-4.9655, -1.1877, -3.4686], [-6.7030, -4.1251, -5.3145], [-5.8427, -5.1009, -5.6554], [-6.1004, -6.4037, -5.2602], [-5.2135, -7.4141, -5.6168], [-4.0731, -7.1077, -6.3557], [-3.8220, -5.7944, -6.7430], [-4.7145, -4.7854, -6.3959], [-6.9888, -6.6220, -4.6784], [-5.4098, -8.4385, -5.3191], [-3.3792, -7.8959, -6.6299], [-2.9314, -5.5567, -7.3149], [-4.5396, -3.7587, -6.6964], [4.8523, -3.6849, -1.2290], [5.6699, -4.3877, -0.4266], [5.1291, -5.3048, 0.4607], [5.9757, -6.0358, 1.2877], [7.3524, -5.8331, 1.2253], [7.8836, -4.9056, 0.3336], [7.0383, -4.1823, -0.5014], [4.0547, -5.4428, 0.5010], [5.5637, -6.7617, 1.9805], [8.0119, -6.4007, 1.8740], [8.9556, -4.7460, 0.2890], [7.4350, -3.4624, -1.2078], [6.9222, 2.7560, 10.2094], [6.7870, 2.4183, 8.9177], [7.5071, 3.1082, 7.9548], [7.3708, 2.7548, 6.6161], [6.5078, 1.7228, 6.2548], [5.7860, 1.0405, 7.2300], [5.9301, 1.3860, 8.5699], [8.1676, 3.9137, 8.2541], [7.9354, 3.2828, 5.8552], [6.3991, 1.4514, 5.2099], [5.1111, 0.2397, 6.9466], [5.3828, 0.8597, 9.3431], [-4.9033, 7.7909, 3.1225], [-4.1321, 7.9749, 4.2060], [-4.4413, 8.9909, 5.0968], [-3.6452, 9.1784, 6.2223], [-2.5428, 8.3546, 6.4382], [-2.2388, 7.3406, 5.5343], [-3.0411, 7.1455, 4.4142], [-5.2982, 9.6271, 4.9078], [-3.8827, 9.9656, 6.9299], [-1.9196, 8.5045, 7.3142], [-1.3778, 6.7031, 5.7019], [-2.8247, 6.3554, 3.7044], [-10.1065, -8.7452, -4.3990], [-10.2154, -7.8607, -3.3951], [-10.4647, -6.5276, -3.6848], [-10.5825, -5.6120, -2.6441], [-10.4390, -6.0373, -1.3257], [-10.1839, -7.3769, -1.0465], [-10.0770, -8.2952, -2.0860], [-10.5652, -6.2132, -4.7172], [-10.7852, -4.5684, -2.8598], [-10.5266, -5.3215, -0.5146], [-10.0684, -7.7058, -0.0192], [-9.8876, -9.3433, -1.8862], [-4.5677, -6.4968, 3.2725], [-4.0957, -5.2951, 3.6411], [-4.4784, -4.7583, 4.8605], [-3.9853, -3.5154, 5.2447], [-3.1239, -2.8188, 4.4002], [-2.7503, -3.3654, 3.1755], [-3.2343, -4.6134, 2.7959], [-5.1560, -5.3113, 5.5006], [-4.2722, -3.0895, 6.2002], [-2.7433, -1.8471, 4.6988], [-2.0828, -2.8202, 2.5172], [-2.9472, -5.0582, 1.8502]], "forces_ev_per_angstrom": [[0.056, 0.126, 0.294], [0.961, -0.649, -0.971], [0.733, 1.800, -1.046], [0.291, 0.978, -0.274], [1.978, 0.831, 1.309], [-0.311, 3.342, 2.351], [-4.476, 0.650, 0.338], [-0.707, -0.982, -0.955], [1.275, -2.118, -1.768], [3.550, -1.276, -0.661], [-2.771, 0.284, 0.397], [4.686, -0.731, -1.192], [2.175, 0.738, 0.215], [2.785, -1.232, -0.711], [3.089, -0.205, 1.178], [0.289, 1.450, 1.065], [1.018, -2.547, -1.295], [0.514, 0.990, -2.202], [0.923, -2.782, -1.269], [-2.979, -2.573, -1.161], [-3.780, 1.298, 0.688], [0.188, 2.548, 1.065], [1.365, -0.696, -0.270], [-4.483, 1.666, 0.362], [-1.036, -1.370, -0.704], [1.118, -0.759, 1.111], [-1.003, 0.750, 1.197], [0.495, -0.849, -1.363], [1.048, 1.129, 1.176], [-0.896, 0.227, 1.748], [-0.663, 1.373, 1.081], [-1.628, 0.854, 0.512], [2.142, -0.395, -0.223], [-0.440, -0.544, 0.855], [-1.067, -0.054, -0.106], [-0.334, -1.764, -0.765], [-1.817, -0.733, -0.368], [-2.386, 0.698, 0.346], [0.321, 0.227, 0.122], [0.794, -0.833, -0.278], [-0.234, 0.086, 0.117], [0.185, 0.287, -0.147], [-0.017, -0.031, 0.011], [-0.219, -0.164, 0.149], [-0.060, 0.250, -0.004], [0.073, -0.009, -0.095], [-0.024, 0.130, -0.003], [-0.073, 0.095, 0.029], [-0.118, 0.012, 0.051], [-0.030, -0.043, 0.039], [0.043, 0.270, 0.001], [-0.316, 0.436, -0.592], [-0.052, -0.173, 0.039], [0.261, 0.207, 0.138], [-0.015, 0.002, -0.048], [-0.200, -0.222, -0.007], [0.054, 0.106, 0.212], [0.044, 0.075, -0.002], [0.086, -0.005, 0.089], [0.045, -0.056, 0.099], [-0.034, -0.098, 0.060], [-0.031, -0.063, -0.007], [-0.128, -0.093, 0.036], [0.740, 0.355, -0.203], [-0.078, -0.172, -0.029], [-0.153, 0.266, 0.175], [0.063, -0.007, -0.032], [0.013, -0.333, -0.133], [-0.166, 0.044, 0.083], [-0.026, 0.064, 0.020], [-0.096, 0.028, 0.067], [-0.105, -0.050, 0.030], [-0.063, -0.097, -0.023], [0.076, -0.124, -0.097], [0.123, 0.072, 0.168], [-0.561, -0.365, -0.532], [0.049, 0.214, 0.034], [0.160, -0.289, 0.108], [-0.015, 0.079, -0.013], [-0.051, 0.195, -0.045], [0.132, 0.013, 0.089], [0.045, -0.061, 0.018], [0.078, -0.027, 0.088], [0.080, 0.036, 0.080], [0.046, 0.514, 0.093], [-0.036, 0.051, 0.015], [-0.195, -0.243, -0.001], [0.641, -0.755, -0.259], [-0.217, 0.014, 0.121], [0.171, 0.287, -0.145], [0.002, -0.040, 0.006], [-0.220, -0.168, 0.158], [-0.028, 0.225, -0.009], [0.024, 0.047, -0.035], [-0.014, 0.128, -0.002], [-0.076, 0.095, 0.029], [-0.116, 0.011, 0.051], [-0.031, -0.037, 0.039], [-0.139, 0.138, -0.137], [0.569, -0.507, 0.567], [-0.209, 0.013, -0.037], [0.233, 0.205, -0.170], [-0.004, -0.032, 0.034], [-0.286, -0.114, 0.085], [0.009, 0.164, -0.146], [0.052, 0.028, -0.031], [0.004, 0.098, -0.080], [-0.072, 0.066, -0.076], [-0.121, -0.001, -0.034], [-0.060, -0.018, 0.037], [0.016, 0.035, 0.130], [-0.082, -0.200, -0.737], [0.091, 0.123, 0.068], [-0.212, -0.199, 0.157], [0.029, 0.011, -0.001], [0.202, 0.217, -0.026], [-0.082, -0.050, 0.153], [-0.036, -0.064, 0.028], [-0.054, -0.039, 0.099], [-0.092, 0.055, 0.138], [0.070, 0.072, 0.060], [0.038, 0.065, -0.015], [-0.098, -0.012, -0.129], [0.466, 0.114, 0.635], [-0.161, 0.086, -0.061], [0.187, -0.268, -0.164], [-0.018, 0.065, 0.045], [-0.323, 0.075, 0.044], [-0.016, -0.063, -0.128], [0.032, -0.069, -0.020], [-0.004, -0.064, -0.100], [-0.054, -0.037, -0.104], [-0.326, 0.194, -0.009], [-0.044, 0.045, 0.012], [0.021, -0.096, -0.118], [-0.071, 0.553, 0.618], [-0.004, 0.004, -0.201], [0.076, -0.291, 0.175], [-0.013, 0.057, 0.018], [-0.051, 0.171, -0.257], [0.046, -0.179, -0.013], [-0.002, -0.060, 0.043], [0.038, -0.117, -0.016], [0.015, -0.086, -0.090], [-0.017, 0.002, -0.124], [0.001, 0.052, -0.054], [-0.064, -0.155, -0.041], [0.302, 0.743, 0.222], [-0.110, -0.119, 0.091], [0.147, -0.037, -0.319], [-0.022, 0.020, 0.055], [-0.189, -0.044, 0.269], [0.024, -0.088, -0.142], [0.046, -0.006, -0.060], [-0.001, -0.071, -0.097], [-0.038, -0.106, -0.041], [-0.060, -0.127, 0.049], [-0.046, 0.015, 0.041]]}

=====

Looking at DFT total energy for the records above, in order, we have -302.2627 -4832.2462 Ha.
Looking at E_HOMO for the records above, in order, we have -8.84 -9.02 eV.